ORCA calculation (ωB97M-V with the def2-TZVPD basis set) on 2 unconnected molecules or ions with the total composition C4H11INO in a non-equilibrium geometry.

Last columns: bonded neighbours and bond lengths (Å).
Cartesian coordinates (Å):
1 C 0.273 -1.565 0.695  O6 1.471, H8 1.145, H9 1.035, H10 1.081
2 C 1.659 0.233 1.376  O6 1.446, H11 1.150, H12 1.168, H13 1.143
3 C 0.432 0.450 -0.561  O6 1.376, H14 1.090, H15 1.085
4 C -2.546 0.579 -0.862  N5 1.413, I7 2.236, H16 1.072, H17 1.042
5 N -1.543 -0.349 -1.219  C4 1.413, H18 0.972
6 O 0.426 -0.102 0.699  C1 1.471, C2 1.446, C3 1.376
7 I -2.629 0.876 1.353  C4 2.236
8 H 1.031 -2.034 -0.024  C1 1.145
9 H 0.235 -1.747 1.713  C1 1.035
10 H -0.560 -1.959 0.128  C1 1.081
11 H 1.743 1.145 2.072  C2 1.150
12 H 1.809 -0.714 2.042  C2 1.168
13 H 2.510 0.160 0.616  C2 1.143
14 H 1.150 0.068 -1.286  C3 1.090
15 H 0.384 1.533 -0.518  C3 1.085
16 H -3.516 0.185 -1.095  C4 1.072
17 H -2.561 1.590 -1.115  C4 1.042
18 H -1.494 -0.240 -2.183  N5 0.972

The lowest unoccupied orbital energy (spin up / spin down) is -0.1770 / -0.1770 Ha. For the orbital gap (spin up / spin down), the calculation gives 0.293 / 0.293 hartree. The total charge is +1.

ORCA calculation (ωB97M-V with the def2-TZVPD basis set) on 2 unconnected molecules or ions with the total composition C4H11INS in a non-equilibrium geometry.

Last columns: bonded neighbours and bond lengths (Å).
Cartesian coordinates (Å):
1 C 0.258 -0.499 -2.380  C3 1.563, H8 1.070, H9 1.055, H10 1.174
2 C -0.091 -0.208 3.188  S6 1.803, H11 1.213, H12 1.143, H13 1.202
3 C 0.469 0.290 -1.048  C1 1.563, C4 1.467, N5 1.536, H14 1.141
4 C 0.492 -0.789 -0.055  C3 1.467, I7 2.106, H15 1.134
5 N -0.657 1.304 -0.794  C3 1.536, H16 1.058, H17 1.160, H18 1.042
6 S 0.660 0.746 1.856  C2 1.803
7 I -1.313 -1.842 0.202  C4 2.106
8 H -0.497 -1.257 -2.384  C1 1.070
9 H 1.133 -0.988 -2.710  C1 1.055
10 H -0.113 0.164 -3.275  C1 1.174
11 H -0.146 0.593 4.098  C2 1.213
12 H 0.667 -0.991 3.531  C2 1.143
13 H -1.204 -0.469 2.814  C2 1.202
14 H 1.476 0.764 -1.300  C3 1.141
15 H 1.336 -1.527 0.119  C4 1.134
16 H -0.248 2.267 -0.953  N5 1.058
17 H -0.645 1.227 0.364  N5 1.160
18 H -1.579 1.216 -1.273  N5 1.042

The lowest unoccupied orbital energy (spin up / spin down) is -0.1683 / -0.1683 Ha. For the orbital gap (spin up / spin down), the calculation gives 0.310 / 0.310 hartree. The total charge is +1.

ORCA calculation (ωB97M-V with the def2-TZVPD basis set) on 2 unconnected molecules or ions with the total composition C4H11N2 in a non-equilibrium geometry.

Last columns: bonded neighbours and bond lengths (Å).
Cartesian coordinates (Å):
1 C -2.475 0.245 -1.867  N2 1.290, H3 1.091, H4 1.091
2 N -1.240 0.469 -1.572  C1 1.290, H5 1.008, H6 1.075
3 H -2.904 -0.731 -1.634  C1 1.091
4 H -3.072 1.024 -2.345  C1 1.091
5 H -0.870 1.393 -1.734  N2 1.008
6 H -0.605 -0.227 -1.054  N2 1.075
7 C 2.186 0.374 0.767  C8 1.506, H11 1.109, H12 1.116, H13 1.102
8 C 0.800 -0.186 0.942  C7 1.506, C9 1.360, N10 1.462
9 C -0.055 0.142 1.949  C8 1.360, H14 1.067, H15 1.088
10 N 0.385 -1.119 -0.103  C8 1.462, H16 1.030, H17 1.019
11 H 2.242 0.831 -0.242  C7 1.109
12 H 2.965 -0.422 0.829  C7 1.116
13 H 2.423 1.135 1.528  C7 1.102
14 H -0.990 -0.356 2.077  C9 1.067
15 H 0.246 0.874 2.696  C9 1.088
16 H 1.186 -1.608 -0.527  N10 1.030
17 H -0.221 -1.838 0.289  N10 1.019

The lowest unoccupied orbital energy (spin up / spin down) is 0.0295 / 0.0290 Ha. For the orbital gap (spin up / spin down), the calculation gives 0.200 / 0.359 hartree. As for the spin multiplicity: 2.

ORCA calculation (ωB97M-V with the def2-TZVPD basis set) on a gas-phase ion, C4H11N2 (charge +1) in a non-equilibrium geometry.

Last columns: bonded neighbours and bond lengths (Å).
Cartesian coordinates (Å):
1 C 1.208 1.221 -1.482  C2 1.513, H7 1.099, H8 1.077, H9 1.090
2 C 0.078 1.405 -0.493  C1 1.513, C3 1.523, H10 1.085, H11 1.082
3 C -0.174 0.162 0.350  C2 1.523, N4 1.381, C5 1.333
4 N 0.118 0.314 1.691  C3 1.381, H12 1.013, H13 1.010
5 C -0.662 -0.947 -0.206  C3 1.333, N6 1.499, H14 1.072
6 N -1.089 -2.090 0.664  C5 1.499, H15 1.024, H16 1.019, H17 1.021
7 H 1.207 2.003 -2.254  C1 1.099
8 H 1.129 0.340 -2.097  C1 1.077
9 H 2.191 1.395 -1.045  C1 1.090
10 H -0.859 1.679 -0.967  C2 1.085
11 H 0.354 2.152 0.241  C2 1.082
12 H 0.848 1.001 1.840  N4 1.013
13 H 0.343 -0.492 2.257  N4 1.010
14 H -1.103 -1.037 -1.180  C5 1.072
15 H -0.604 -2.980 0.519  N6 1.024
16 H -0.904 -1.851 1.637  N6 1.019
17 H -2.083 -2.274 0.524  N6 1.021

The lowest unoccupied orbital energy is -0.1361 Ha. For the orbital gap, the calculation gives 0.358 hartree. The total charge is +1.

ORCA calculation (ωB97M-V with the def2-TZVPD basis set) on a gas-phase ion, C4H11N2 (charge +1) in a non-equilibrium geometry.

Last columns: bonded neighbours and bond lengths (Å).
Cartesian coordinates (Å):
1 C 1.419 -1.438 0.187  N2 1.497, H7 1.122, H8 1.119, H9 1.113
2 N 0.361 -0.541 -0.377  C1 1.497, C3 1.426, H10 0.976
3 C -0.257 0.528 0.336  N2 1.426, C4 1.450, C5 1.758, H11 1.142
4 C 0.059 1.835 -0.203  C3 1.450, H12 1.088, H13 1.033, H14 1.122
5 C -1.951 0.078 0.202  C3 1.758, N6 1.230, H15 1.065
6 N -1.955 -1.112 -0.110  C5 1.230, H16 1.084, H17 1.052
7 H 0.845 -1.863 1.053  C1 1.122
8 H 1.795 -2.086 -0.644  C1 1.119
9 H 2.322 -0.861 0.489  C1 1.113
10 H 0.619 -0.227 -1.264  N2 0.976
11 H -0.149 0.295 1.448  C3 1.142
12 H 0.049 1.774 -1.290  C4 1.088
13 H -0.570 2.595 0.105  C4 1.033
14 H 1.104 2.136 0.077  C4 1.122
15 H -2.654 0.840 0.442  C5 1.065
16 H -2.814 -1.753 -0.270  N6 1.084
17 H -0.964 -1.336 -0.383  N6 1.052

The lowest unoccupied orbital energy is -0.1492 Ha. For the orbital gap, the calculation gives 0.380 hartree. The total charge is +1.

What are the E_tot values for these records? In order: -15951.45616, -24742.82828, -7303.92058, -7299.41883, -7298.24756 eV.
What are the ΔE to the lowest compared entry with this formula, charge and spin values for these records? In order: 631.8, 204.1, 82.7, 147.5, 260.6 kJ/mol.